1.
96
Properties=species:S:1:pos:R:3:forces:R:3 method="wB97M-V/def2-TZVPD" spin_multiplicity=1 relative_energy_ev=19.2387 total_energy_ev=-48180.8561
O -1.5062 -2.2491 3.6364 -1.23 -1.25 -0.24
O 2.4410 -2.9398 2.2880 2.44 -0.72 -0.04
O 5.3992 1.7078 -0.6251 -1.71 -0.06 -0.08
O -4.9592 -2.2515 0.0679 0.23 -2.27 1.41
O 2.5976 2.0272 -4.1850 0.23 1.61 -1.39
O 1.7455 -0.2909 -1.8295 1.62 -2.21 1.76
O -2.7405 3.9517 -3.1058 -0.73 -1.89 0.51
O -0.0780 0.7535 3.9525 2.05 1.08 0.61
N -0.7815 1.7561 -2.5475 -5.13 5.82 -2.57
N 1.9384 1.2641 0.8113 1.26 0.65 -0.07
N -3.9096 -4.4787 2.3119 1.30 -1.02 0.28
N -0.0671 -0.7560 0.4882 0.93 -1.10 -0.88
C -4.9550 -4.5484 1.3049 -0.18 1.11 1.06
C -1.5745 4.1376 -2.4285 1.85 0.83 2.48
C -1.6770 -3.5286 3.1182 -0.56 -1.85 -0.79
C -3.3647 5.0555 -3.6511 0.30 0.43 -2.11
C 3.4090 1.4523 0.7628 -0.92 0.01 -0.34
C -5.5815 -1.0356 -0.1038 -1.23 1.19 -1.32
C 0.1330 1.8130 -3.6957 1.01 2.46 -2.51
C -1.3118 0.2415 4.1982 -2.28 1.11 -0.78
C -0.9337 2.9297 -1.6914 -1.65 0.62 -1.25
C 5.8506 1.9809 -1.9431 2.12 -0.03 1.51
C 1.3021 -2.2870 1.9604 -3.36 -0.30 0.26
C -5.5644 -3.1620 1.1187 -0.55 1.83 -1.29
C -0.3997 -0.2714 -0.8889 -1.18 0.35 1.76
C 3.9724 1.9607 -3.7957 -1.52 -1.16 -0.76
C 1.5795 -1.3195 -2.7753 0.07 -1.48 1.04
C 1.1711 -1.4811 0.7091 2.06 -0.64 -1.90
C 3.6222 -2.1324 2.3375 -0.52 -0.95 -0.12
C -2.7147 -3.7146 1.9738 -0.11 0.62 0.31
C -0.4726 -2.1370 4.6078 -0.15 0.01 0.06
C 1.4813 1.5818 2.1926 -0.70 -0.01 -1.16
C 3.9319 1.4830 -0.6559 1.91 0.52 0.32
C 1.6555 1.3700 -3.3534 0.49 1.94 -1.51
C 0.6303 0.5503 -1.6371 0.35 -5.27 2.78
C 0.0275 1.0001 2.5765 2.45 1.78 -0.24
H -5.7346 -5.1892 1.7169 -0.25 0.19 0.25
H 1.8126 0.2998 -3.4873 -0.11 2.25 -0.80
H 0.1005 0.8911 -2.5266 2.51 -4.69 2.78
H 1.6994 0.3725 0.4012 -0.07 1.18 0.69
H -0.4422 -2.8881 5.3971 -0.06 -0.56 -0.45
H 3.5110 2.3153 -1.2201 -0.35 0.15 0.34
H 3.5285 -1.4449 3.1781 0.13 0.64 -0.39
H 0.4172 -2.0226 3.9889 0.12 -0.44 1.95
H 6.9030 2.2418 -1.8317 0.03 0.51 0.10
H 0.6052 -3.1080 1.7917 -0.23 -0.12 0.14
H 0.1192 2.8176 -4.1184 0.31 0.18 -0.04
H -0.7554 -1.2950 0.9939 -0.89 0.10 -0.67
H -0.7492 -3.8612 2.6526 0.18 -0.33 0.64
H -2.0158 -4.2207 3.8891 0.44 -0.25 0.40
H 4.4728 -2.7824 2.5428 -0.18 -0.16 0.03
H -0.6576 1.8077 2.3185 -0.43 0.04 -0.24
H -5.0444 -0.3425 -0.7513 1.25 -0.23 0.37
H 5.9265 1.0629 -2.5257 -0.55 -0.05 -0.34
H -1.6707 1.3349 -2.7752 -0.11 0.36 -0.14
H -1.4434 -0.5179 3.4274 -0.91 0.43 0.63
H -6.4351 -1.0925 -0.7792 -0.92 -0.61 0.34
H 3.9658 0.6936 1.3127 0.06 -0.28 0.28
H -0.1629 0.1312 1.9465 -0.02 0.64 0.76
H -5.5132 -2.5849 2.0420 0.37 -0.15 0.29
H -3.9779 4.7010 -4.4795 -0.18 -0.26 0.07
H 3.7731 0.5719 -1.2328 -0.34 -0.16 0.33
H -2.9828 -2.7022 1.6718 0.08 0.21 -0.68
H -1.6438 4.8685 -1.6228 -0.75 0.39 0.45
H 1.4994 2.6614 2.0434 -0.70 0.38 1.05
H 2.0514 -0.8421 0.6397 -0.12 -0.60 0.20
H -1.4816 2.6342 -0.7967 -0.42 -0.16 -0.16
H 4.4892 1.2177 -4.4031 -0.07 -0.70 0.07
H 3.7540 -1.7439 1.3277 0.36 0.75 0.37
H -5.8900 -0.4385 0.7543 0.17 -0.43 0.59
H 0.6502 -1.8772 -2.6595 -0.01 -0.17 0.38
H -2.5760 5.6045 -4.1654 -0.12 0.87 0.15
H 0.8782 -1.7937 2.8351 0.61 0.84 -0.96
H 2.3134 1.4182 2.8774 -0.39 -0.76 0.66
H -2.1279 0.9565 4.0941 -0.11 0.69 -0.16
H -0.7189 4.5942 -2.9261 -0.21 -0.04 -1.48
H -2.2471 -4.3007 1.1826 0.20 0.54 -0.32
H -0.2192 1.1942 -4.5210 -0.20 -0.28 0.26
H -4.0354 5.6894 -3.0712 0.47 -0.10 0.83
H -0.7645 -1.1891 5.0598 1.76 -2.12 0.33
H -1.2273 0.4122 -0.6996 -0.18 0.02 0.07
H 1.8634 1.6552 -2.3221 0.78 0.64 -1.34
H 4.5671 2.8364 -4.0557 -0.85 0.67 0.12
H -4.2062 -4.2346 3.2460 -0.62 -0.01 -0.22
H 5.2696 2.7719 -2.4174 1.00 -0.01 0.52
H 1.3841 -2.1736 -0.1052 -0.14 -0.38 -0.31
H 0.8598 1.5114 -1.1770 0.24 -1.08 0.77
H 2.4369 -1.9740 -2.6182 -0.15 -0.25 -0.01
H -0.0504 3.4071 -1.2671 0.74 -0.69 -0.37
H -6.6406 -3.2611 0.9770 -0.20 0.09 -0.75
H -0.8584 -1.0239 -1.5304 0.31 -0.55 -0.10
H 1.5853 -1.0733 -3.8371 0.06 0.30 -0.16
H -1.3975 -0.1554 5.2098 -0.56 1.34 -0.17
H -4.7439 -5.0866 0.3809 0.84 0.42 -0.10
H 3.5961 2.4033 1.2615 0.31 0.13 -0.16
H 4.0846 1.7090 -2.7411 -0.90 -0.01 -1.47

***

2.
23
Properties=species:S:1:pos:R:3:forces:R:3 method="wB97M-V/def2-TZVPD" spin_multiplicity=1 relative_energy_ev=2.7769 total_energy_ev=-14042.6540 smiles=CNCO.O.O.O.O
O 0.0494 4.5638 1.4150 -1.71 1.18 -1.01
O 0.7400 -3.3781 1.1536 -2.60 0.50 -3.03
O -4.1999 -2.7235 -2.9305 1.19 4.61 -1.09
O 1.6042 -0.0816 -0.6444 -0.86 -2.03 -1.34
O -1.5359 -0.8793 -1.2061 -1.17 1.68 -0.32
N 0.7715 1.3508 0.9168 -0.15 0.45 0.28
C 2.0636 1.9979 0.5492 0.30 1.12 0.96
C 0.7727 -0.0911 0.5151 1.66 1.95 0.77
H 1.1585 -0.5614 -1.3766 0.31 0.43 0.80
H -2.3179 -0.2921 -1.4011 1.28 -0.94 0.23
H 0.8197 4.5478 1.9308 1.56 -0.26 1.06
H 0.0154 1.9820 0.5750 0.61 -1.60 -0.14
H 1.1394 -3.3172 1.9492 1.65 0.84 4.49
H -1.8567 -1.7557 -1.3663 -0.30 -0.83 -0.24
H 1.3037 -3.9987 0.7541 0.92 -1.36 -1.49
H -0.2152 -0.5171 0.3286 0.38 0.25 0.32
H 1.3614 -0.5992 1.3523 -0.97 0.33 -1.13
H 2.9363 1.4065 0.9783 -1.13 0.46 -0.84
H 2.1523 2.1056 -0.6047 0.25 0.25 2.24
H -0.1771 3.6716 1.1973 0.02 -0.67 0.12
H -4.4086 -2.8706 -2.0615 -0.85 0.29 3.84
H -4.2930 -3.5591 -3.2069 -0.33 -4.89 -2.67
H 2.1160 2.9986 1.1829 -0.08 -1.76 -1.84

***

3.
88
Properties=species:S:1:pos:R:3:forces:R:3 method="wB97M-V/def2-TZVPD" spin_multiplicity=1 relative_energy_ev=1.2235 total_energy_ev=-234450.0950 total_charge=-2
Y -0.4293 -0.5407 0.0082 0.50 -0.05 -0.10
Se -1.5954 -1.1987 2.4931 0.45 -0.53 0.16
Se -2.9629 -0.6939 -1.5087 0.13 0.04 -0.20
Cl 1.2167 -3.8490 5.7545 0.05 0.05 -0.06
Cl 2.3894 -1.6817 4.1247 -0.69 -0.69 -0.08
S 4.1404 -5.7153 -2.2245 0.21 -0.39 0.45
S -0.6082 4.6918 -5.0932 -0.22 1.19 -0.32
Si 0.5565 1.8084 2.6145 0.28 0.07 0.85
O -1.0539 -2.9254 -0.3772 -0.33 -0.13 -0.23
O -4.7782 -4.8184 0.2247 -0.13 -0.33 0.96
N 1.3117 -1.5596 -1.1001 1.07 -0.76 -0.14
N 0.3022 0.8334 -1.7618 -0.93 0.53 -0.46
C -1.1713 2.5192 2.2542 0.99 -0.26 -0.47
C 2.7250 0.3241 -4.6427 0.08 0.66 0.25
C 1.6893 3.3177 2.7184 -0.49 -0.67 0.33
C 1.7196 0.9951 -3.8116 0.05 -0.81 -0.22
C 1.2660 0.2667 -2.6091 0.79 1.26 -0.81
C 3.0397 -3.2136 -1.3589 0.74 -2.49 0.04
C 1.2205 0.5955 1.4587 -0.67 -0.22 0.12
C 2.5440 5.2136 3.9775 -0.26 -0.15 1.59
C -2.8554 4.9193 -3.9513 -1.72 0.06 1.64
C -2.7362 3.6667 0.8177 -0.02 0.34 -0.94
C -4.4142 -3.8188 1.1912 -0.68 -0.02 -0.45
C -0.2908 1.9741 -2.1932 1.38 -1.22 0.89
C -2.2237 2.0195 3.0266 0.24 0.35 0.08
C 3.4907 -4.6085 -1.0540 -0.14 0.70 1.23
C -3.3634 -2.8586 0.5668 -0.33 0.93 1.57
C -3.7856 3.1657 1.5690 0.15 -0.52 0.47
C 1.0568 -2.8812 4.2358 0.13 0.06 0.81
C 1.9285 -2.7111 -0.7272 0.82 1.91 -1.66
C 1.1671 2.1776 -4.1722 -0.95 0.47 0.74
C -3.9310 -2.1981 -0.6945 -1.32 -0.12 0.42
C 3.0055 -1.4359 -2.9458 -0.69 0.28 -0.50
C 1.8827 -0.8748 -2.2408 -0.63 -0.81 1.12
C 3.5811 -2.5831 -2.5099 -0.74 0.69 -0.46
C 3.3398 -0.7941 -4.2011 0.55 0.26 -0.04
C 4.3643 -7.0052 -1.0353 -0.62 1.58 -0.88
C 2.5936 3.5801 1.7277 1.20 1.82 0.13
C 3.4076 5.5478 2.9771 0.71 -0.72 -1.69
C 3.4481 4.6822 1.8567 0.18 0.37 0.48
C -3.2725 -1.7276 1.6493 -0.14 -0.14 0.42
C -2.1305 3.9585 -3.1816 0.74 1.05 -2.03
C -2.0805 -3.6202 0.3299 0.26 -0.18 0.57
C 0.0620 2.6659 -3.3119 -0.08 1.04 -1.41
C 3.9052 -6.5800 0.1642 0.07 -0.43 -0.36
C 3.4749 -5.2457 0.1804 -0.41 0.49 -0.09
C -1.4201 3.3534 1.1412 -0.53 -0.07 0.64
C 1.7335 4.0990 3.8538 -1.50 -0.19 0.76
C -0.8585 3.7344 -3.7156 -0.45 -1.20 0.97
C -3.5113 2.3940 2.7013 -1.34 -0.60 0.10
C -2.1619 5.5258 -4.9314 0.94 -0.12 -1.66
H -0.6652 3.7979 0.4830 0.17 -0.44 0.52
H 2.9715 0.8659 -5.5857 0.05 -0.75 0.72
H 1.8475 -0.1099 1.9929 0.04 -0.27 0.11
H -4.9852 -4.3185 -0.5607 -0.16 0.05 -0.46
H -0.9939 2.3902 -1.4866 -0.39 0.00 -0.13
H -4.3796 1.9668 3.2513 0.74 0.34 -0.32
H -4.8213 3.2251 1.2652 -0.02 0.47 -0.11
H -2.4445 6.2420 -5.7279 0.06 -0.64 0.86
H 1.5093 2.7484 -5.0571 -0.32 -0.48 0.56
H 0.0870 -2.3839 4.3158 0.40 0.05 -0.35
H 1.6026 -3.2409 0.1103 -1.09 -0.65 1.21
H -3.6336 -0.8224 1.1869 -0.34 0.28 0.04
H -2.8960 4.2601 -0.1005 -0.16 -0.32 0.60
H 0.9912 3.7911 4.6260 0.85 0.61 -0.18
H -3.9077 -1.9616 2.5212 0.01 -0.02 -0.53
H 3.1542 -4.8053 1.1166 -0.07 0.33 -0.23
H 1.0860 -3.6261 3.4472 0.15 0.45 -0.23
H 2.6719 2.9720 0.8670 0.07 -0.62 -0.77
H 4.2360 4.8331 1.1365 -0.03 0.16 -0.39
H -2.3019 -4.5887 -0.1108 0.06 -0.06 -0.48
H 4.0941 6.3995 3.0299 -0.27 -0.35 0.09
H -3.9383 5.1172 -3.7051 1.32 0.04 -0.37
H -1.3675 -2.7755 -1.2837 0.08 0.13 -0.11
H -1.6130 -3.8157 1.2803 0.02 -0.14 0.58
H 3.8006 -7.2481 0.9904 0.19 -0.20 0.60
H -2.0022 1.2969 3.8331 -0.30 0.67 -0.50
H 2.5892 5.7124 4.9449 -0.21 0.25 -0.24
H 1.8264 1.0357 0.6831 0.26 0.30 -0.43
H 0.5117 1.3419 4.1023 -0.17 0.15 -0.94
H -4.1294 -4.3335 2.1370 0.43 0.23 -0.82
H 4.6877 -7.9594 -1.3475 0.33 -0.77 -0.21
H -2.5748 3.3880 -2.4221 -0.42 -0.65 0.85
H -4.1771 -2.9522 -1.4439 0.41 0.00 -0.42
H 4.1917 -1.2394 -4.7099 -0.19 0.07 -0.36
H -5.3223 -3.2300 1.5025 0.67 -0.27 -0.52
H -4.9302 -1.8015 -0.4050 0.50 -0.07 -0.08
H 4.2972 -3.0622 -3.1406 0.64 -0.28 -0.10

***

4.
15
Properties=species:S:1:pos:R:3:forces:R:3 method="wB97M-V/def2-TZVPD" spin_multiplicity=1 relative_energy_ev=0.8403 total_energy_ev=-23649.5448 total_charge=-2
P -1.7832 0.3557 1.0825 -0.69 0.16 2.78
O -1.7647 -0.1379 -1.6030 0.67 0.66 -0.62
O -3.2009 -0.2647 1.2564 1.66 0.18 -0.19
O -0.6462 -0.2045 2.0116 -1.28 0.45 -0.92
O -1.7978 1.8637 0.9333 0.43 -0.29 -0.36
N 2.4000 -1.0009 0.2835 2.15 -2.22 0.97
N 3.1744 -1.8024 0.6084 -0.12 0.64 -0.57
C 1.4373 -0.2554 0.1017 -1.48 1.98 0.01
C 1.2069 0.8098 -0.8750 1.50 0.08 -3.37
C -1.4400 -0.4982 -0.4839 -2.55 -2.33 -1.35
H 0.1399 0.9100 -0.9120 -0.25 0.44 -0.39
H -1.4706 -1.6576 -0.4111 0.82 0.86 0.55
H 1.6082 1.8536 -0.8246 0.16 -0.92 0.68
H 1.5744 0.3788 -1.9008 -0.77 1.01 1.27
H 0.5622 -0.3499 0.7330 -0.25 -0.69 1.50